Record 1
DFT (ωB97M-V with the def2-TZVPD basis set) results for a molecular structure, C53H49N13O5Ru.

Element x y z (Å)
Ru 0.13477 -0.16779 -0.28845
O 2.12480 0.65108 -0.06536
N 2.19288 1.82484 0.42669
N 1.08179 2.31803 0.79332
O -0.05924 1.67484 0.75231
C 1.06738 3.65908 1.29400
C -0.14550 4.17934 1.71284
C -0.19384 5.47540 2.20816
C 0.95597 6.24496 2.28171
C 2.16460 5.70878 1.85162
C 2.22963 4.41884 1.35509
H -1.02789 3.56261 1.63186
H -1.14220 5.88214 2.53544
H 0.91283 7.25955 2.65607
H 3.06830 6.30305 1.89780
H 3.16196 3.99809 1.00932
C -4.86392 -2.63093 -1.44849
N -3.86695 -1.92439 -0.67098
C -2.55799 -1.79574 -0.90286
N -2.02253 -1.01645 0.01693
C -3.08600 -0.65547 0.77914
N -4.22252 -1.19608 0.41134
C -4.51897 -4.08081 -1.70241
C -5.18661 -4.77181 -2.70842
C -4.88764 -6.09985 -2.96453
C -3.89518 -6.74999 -2.24896
C -3.22686 -6.06529 -1.24504
C -3.55940 -4.74426 -0.95825
C -2.14676 -6.70148 -0.49303
N -1.58549 -7.84896 -0.65980
N -0.59563 -7.94467 0.31586
C -0.65039 -6.84975 0.99457
O -1.60841 -6.01428 0.53819
C 0.15059 -6.40792 2.13341
C 1.22494 -7.16606 2.59044
C 1.99671 -6.68704 3.63456
C 1.70972 -5.45586 4.21521
C 0.62911 -4.70913 3.77156
C 0.31106 -3.34895 4.34554
N 0.60891 -2.29704 3.39552
C -0.15062 -1.81969 2.40908
N 0.54981 -0.99496 1.66397
C 1.78309 -1.02428 2.24243
N 1.86195 -1.80270 3.29437
C -0.14919 -5.19665 2.73471
H -5.00437 -2.11104 -2.39893
H -5.79017 -2.54353 -0.88167
H -2.04116 -2.27232 -1.71431
H -3.00783 0.00047 1.63058
H -5.94178 -4.26462 -3.29841
H -5.41424 -6.62550 -3.75044
H -3.62590 -7.77585 -2.46086
H -3.03142 -4.23425 -0.16442
H 1.44778 -8.10842 2.10799
H 2.83690 -7.26760 3.99231
H 2.34329 -5.06665 5.00312
H 0.90530 -3.15632 5.23627
H -0.74676 -3.27799 4.60113
H -1.18785 -2.06989 2.26939
H 2.62039 -0.46819 1.86176
H -0.98106 -4.61335 2.36098
O 1.13162 -3.44884 0.56424
C 0.86407 -3.27918 -0.61646
N 0.95644 -4.30752 -1.53649
C 0.89044 -3.80722 -2.88138
C 0.32361 -2.38723 -2.58218
O -0.10654 -1.67594 -3.46385
N 0.44307 -2.11912 -1.24401
C 2.26300 -3.59653 -3.52471
C 3.44084 -3.81159 -2.82378
C 4.67127 -3.60402 -3.43722
C 4.73203 -3.16803 -4.75065
C 3.55372 -2.92819 -5.44771
C 2.32890 -3.14458 -4.84109
C 0.04680 -4.69598 -3.79023
C -1.03944 -4.24066 -4.52958
C -1.70464 -5.10326 -5.39448
C -1.31376 -6.42714 -5.51201
C -0.24266 -6.89282 -4.76189
C 0.43574 -6.02859 -3.91860
H 1.39472 -5.17356 -1.27383
H 3.40872 -4.11787 -1.78556
H 5.58244 -3.77811 -2.87859
H 5.69047 -3.00230 -5.22628
H 3.59011 -2.56391 -6.46667
H 1.41013 -2.94015 -5.37619
H -1.33024 -3.20131 -4.46447
H -2.53233 -4.72893 -5.98476
H -1.84018 -7.09476 -6.18376
H 0.06699 -7.92810 -4.83265
H 1.29853 -6.39114 -3.36994
C 2.58345 2.15817 -2.92758
C 1.99389 1.11376 -3.88384
C 2.27834 -0.31514 -3.41529
C 0.53616 1.44783 -4.13992
C 0.20619 1.90539 -5.39811
C -1.04887 2.41790 -5.72188
C -1.95975 2.51820 -4.68363
C -1.71126 2.06758 -3.39490
C -2.86055 2.23391 -2.41622
C -2.46682 2.57594 -0.98253
C -3.76700 1.00014 -2.49131
C -0.46696 1.39372 -3.08269
N -0.22626 0.76324 -1.96163
H 3.61738 1.92461 -2.65527
H 1.98829 2.19112 -2.01794
H 2.55088 3.14966 -3.38467
H 2.50186 1.23433 -4.84669
H 1.94325 -0.47841 -2.39347
H 3.35476 -0.51281 -3.45308
H 1.77127 -1.03394 -4.06247
H 0.97966 1.88235 -6.16184
H -1.28332 2.76552 -6.71969
H -2.92743 2.97830 -4.87559
H -3.44872 3.08357 -2.78044
H -1.77476 1.84926 -0.56441
H -3.35717 2.62097 -0.34517
H -1.96685 3.54709 -0.94855
H -3.17573 0.11245 -2.27352
H -4.15868 0.89031 -3.50457
H -4.61048 1.06580 -1.79290

E_tot: -87947.2339 eV
Energy above the lowest of the compared OMol25 structures with the same formula, charge and spin: 0.0000 eV
Charge: -1
Maximum force: 1.94 eV/A
Spin multiplicity: 2
Orbital gap (spin up / spin down): 4.34 / 4.01 eV

***

Record 2
DFT (ωB97M-V with the def2-TZVPD basis set) results for a molecular structure, C53H50N3O5PS3Ti.

Element x y z (Å)
Ti -0.17241 -0.16615 0.11869
C 1.01723 3.00374 2.09008
C 1.02100 4.00830 0.95397
S -0.04366 3.53599 -0.43088
C 1.05021 3.66929 -1.86848
C 1.47852 2.37139 -2.54365
S 1.96656 1.01938 -1.46831
C 3.24943 1.83395 -0.48326
C 3.19047 1.50088 1.00381
S 1.56397 1.31585 1.75327
H 1.63686 3.37521 2.90987
H 0.00991 2.89238 2.49667
H 0.65381 4.94951 1.37103
H 2.02860 4.20458 0.59284
H 0.51633 4.24645 -2.62566
H 1.90602 4.28522 -1.59206
H 0.66948 1.96325 -3.14479
H 2.30712 2.57286 -3.22543
H 4.22805 1.54311 -0.86727
H 3.15902 2.90576 -0.63915
H 3.71487 0.56486 1.20867
H 3.73601 2.25512 1.57584
O -1.36345 0.82934 -1.28253
C -1.85606 0.16734 -2.47449
C -1.08889 -1.16137 -2.44235
O -1.16921 -2.06839 -3.20939
O -0.26661 -1.24588 -1.36421
C -1.51661 1.01793 -3.69418
C -1.18965 0.43343 -4.91292
C -0.97354 1.22838 -6.03160
C -1.10008 2.60481 -5.94976
C -1.44213 3.19040 -4.73862
C -1.65036 2.40311 -3.61937
C -3.37550 -0.04359 -2.40609
C -3.96598 -1.28955 -2.55543
C -5.35132 -1.41006 -2.56012
C -6.15723 -0.30271 -2.38345
C -5.57358 0.94664 -2.22338
C -4.19908 1.07633 -2.26087
H -2.06311 1.45456 -0.85535
H -1.11286 -0.63960 -5.00275
H -0.71462 0.76325 -6.97249
H -0.94097 3.21733 -6.82636
H -1.55923 4.26400 -4.66813
H -1.89822 2.88715 -2.68170
H -3.37181 -2.17537 -2.71817
H -5.79478 -2.38304 -2.71534
H -7.23422 -0.40493 -2.39404
H -6.19295 1.82418 -2.09873
H -3.77535 2.06436 -2.17517
N 1.67608 -1.38923 0.49283
C 1.63993 -2.81402 0.17936
C 2.76427 -3.45574 -0.30888
C 2.71341 -4.82784 -0.51135
C 1.56610 -5.54392 -0.19752
C 0.44703 -4.88922 0.28862
C 0.46548 -3.50316 0.43940
P -0.88875 -2.52511 1.09388
C -2.44867 -2.98804 0.32961
C -3.60961 -2.45710 0.89517
C -4.84928 -2.91920 0.49265
C -4.93690 -3.90704 -0.48040
C -3.78859 -4.39237 -1.08803
C -2.54137 -3.93209 -0.68906
C -0.98089 -3.09454 2.80716
C -2.07313 -3.80295 3.29726
C -2.03577 -4.33979 4.57762
C -0.90896 -4.18570 5.36629
C 0.19257 -3.49455 4.87454
C 0.15565 -2.95377 3.60559
H 2.42135 -0.97270 -0.05865
H 1.93790 -1.27540 1.47267
H 3.67277 -2.90510 -0.51833
H 3.58272 -5.34293 -0.89577
H 1.54695 -6.61627 -0.33239
H -0.43841 -5.45443 0.54800
H -3.55361 -1.71400 1.68492
H -5.74519 -2.51965 0.94868
H -5.90506 -4.29005 -0.77456
H -3.85851 -5.13778 -1.86828
H -1.65354 -4.31216 -1.17448
H -2.95631 -3.96222 2.69439
H -2.89066 -4.88785 4.94832
H -0.88004 -4.60850 6.36110
H 1.07788 -3.37785 5.48383
H 1.01815 -2.40515 3.24792
O -0.46998 -0.23752 3.10304
C -1.39624 0.42893 2.68586
N -2.44899 0.94591 3.34531
C -3.15904 1.94094 2.55370
C -2.54366 1.63599 1.18784
O -2.90135 2.15277 0.13801
N -1.50157 0.76578 1.32098
C -4.66381 1.74013 2.55922
C -5.44001 2.38909 3.51007
C -6.80794 2.15894 3.56794
C -7.40491 1.29197 2.66924
C -6.63471 0.65070 1.70810
C -5.26872 0.86944 1.65401
C -2.73520 3.36909 2.91837
C -1.97383 3.64255 4.04892
C -1.60464 4.94792 4.34887
C -1.98545 5.98705 3.51649
C -2.75100 5.71909 2.38963
C -3.12900 4.41999 2.09345
H -2.54695 0.84147 4.34190
H -4.98162 3.08870 4.19701
H -7.40672 2.66809 4.31024
H -8.47234 1.12362 2.70879
H -7.10398 -0.00488 0.98654
H -4.69229 0.38293 0.87488
H -1.65976 2.85014 4.71508
H -1.02812 5.14841 5.24172
H -1.70165 7.00393 3.75073
H -3.06681 6.52672 1.74339
H -3.74159 4.22571 1.22378

E_tot: -135382.9534 eV
Energy above the lowest of the compared OMol25 structures with the same formula, charge and spin: 0.3197 eV
Charge: +2
Maximum force: 0.85 eV/A
Orbital gap: 6.88 eV